No. 1
{"formula": "C41H41ClF8NOS", "method": "the ωB97M-V functional and the def2-TZVPD basis", "total_charge": 1, "lumo_ev": -3.40, "energy_ev": -91805.4197, "gap_ev": 6.922, "species": ["Cl", "S", "F", "F", "F", "F", "F", "F", "F", "F", "O", "N", "C", "C", "C", "C", "C", "C", "C", "C", "C", "C", "C", "C", "C", "C", "C", "C", "C", "C", "C", "C", "C", "C", "C", "C", "C", "C", "C", "C", "C", "C", "C", "C", "C", "C", "C", "C", "C", "C", "C", "C", "C", "H", "H", "H", "H", "H", "H", "H", "H", "H", "H", "H", "H", "H", "H", "H", "H", "H", "H", "H", "H", "H", "H", "H", "H", "H", "H", "H", "H", "H", "H", "H", "H", "H", "H", "H", "H", "H", "H", "H", "H", "H"], "coordinates": [[2.448, -1.234, -1.870], [1.571, 2.747, -0.128], [-9.999, -8.445, -3.569], [-3.071, -2.225, -2.893], [-4.540, -1.975, -0.897], [2.929, 5.122, 2.287], [5.010, -3.593, 4.650], [-5.098, 0.607, -1.892], [-7.098, -1.681, 3.955], [5.469, 5.437, -0.389], [4.290, 0.643, -1.696], [-0.539, 3.615, -1.597], [-1.678, 3.441, -2.563], [-6.425, -2.516, 1.858], [-9.204, -6.503, -0.038], [-10.473, -6.684, -2.079], [-3.818, -0.005, -2.143], [-10.207, -6.030, -0.880], [6.117, -1.372, 2.015], [-6.916, -4.014, 3.688], [5.247, 3.845, 4.764], [7.606, 5.933, 0.479], [9.369, 4.306, 0.259], [6.746, 5.067, -0.177], [-6.125, -3.606, 1.047], [5.048, -1.480, 1.128], [-2.537, 0.869, -2.619], [-2.789, 2.372, -2.119], [0.780, 1.646, -2.727], [0.238, 2.345, -1.388], [-1.053, 3.223, -4.019], [3.122, 0.436, -2.126], [8.498, 3.445, -0.404], [0.192, 2.211, -4.115], [5.221, 2.372, 2.851], [-8.469, -7.633, -0.390], [2.396, 1.641, -2.876], [-6.814, -2.732, 3.171], [7.177, 3.826, -0.618], [3.968, -2.304, 1.432], [3.957, -3.024, 2.622], [4.279, 3.190, 2.236], [5.702, 2.699, 4.117], [3.837, 4.330, 2.887], [-6.228, -4.898, 1.553], [-3.787, -1.420, -1.979], [6.102, -2.083, 3.210], [5.023, -2.903, 3.500], [-9.740, -7.811, -2.416], [4.313, 4.669, 4.143], [-8.742, -8.294, -1.584], [-6.626, -5.104, 2.873], [8.924, 5.548, 0.702], [8.848, 2.479, -0.752], [5.579, 1.481, 2.347], [5.059, -0.922, 0.197], [-0.767, 4.266, -4.427], [-10.781, -5.153, -0.603], [6.482, 3.166, -1.125], [-1.631, 0.357, -2.157], [3.128, -3.676, 2.872], [-8.187, -9.179, -1.870], [0.478, 0.531, -2.671], [6.433, 2.059, 4.598], [-7.686, -7.998, 0.266], [6.961, -0.733, 1.774], [-0.456, 1.600, -0.842], [-5.998, -5.748, 0.920], [2.589, 1.475, -4.007], [3.887, 2.947, 1.255], [3.954, 5.569, 4.628], [-5.812, -3.447, 0.022], [-1.868, 2.832, -4.727], [3.134, -2.384, 0.743], [-11.244, -6.325, -2.751], [5.619, 4.096, 5.751], [-6.359, -1.503, 1.478], [-0.146, 1.316, -4.748], [-0.942, 3.889, -0.677], [-3.002, 2.430, -0.984], [-3.775, 2.715, -2.618], [-7.219, -4.154, 4.719], [10.399, 4.006, 0.430], [7.245, 6.900, 0.809], [0.112, 4.388, -1.863], [9.603, 6.215, 1.222], [6.921, -2.005, 3.916], [-2.550, 0.875, -3.762], [-6.710, -6.112, 3.264], [2.869, 2.671, -2.656], [2.340, 3.736, -0.767], [-8.994, -5.991, 0.895], [1.015, 2.750, -4.722], [-2.220, 4.464, -2.596]], "lowdin_charge": [0.663, 0.831, 0.064, 0.067, 0.043, 0.040, 0.069, -0.003, 0.062, 0.041, -0.028, 0.027, -0.254, -0.018, -0.101, -0.018, -0.095, -0.081, -0.093, -0.014, -0.071, -0.016, -0.091, -0.294, -0.086, -0.099, -0.097, -0.123, -0.284, -0.517, -0.127, -0.678, -0.080, -0.134, -0.065, -0.088, -0.148, -0.288, -0.026, -0.090, -0.013, -0.037, -0.081, -0.290, -0.103, -0.108, -0.012, -0.285, -0.290, -0.013, -0.018, -0.083, -0.076, 0.106, 0.091, 0.076, 0.132, 0.106, 0.107, 0.108, 0.118, 0.117, 0.110, 0.105, 0.101, 0.106, 0.135, 0.099, 0.141, 0.057, 0.119, 0.083, 0.130, 0.067, 0.117, 0.110, 0.112, 0.131, 0.178, 0.145, 0.146, 0.119, 0.104, 0.118, 0.189, 0.108, 0.119, 0.129, 0.108, 0.125, -0.054, 0.092, 0.127, 0.172]}


No. 2
{"formula": "C41H41LaN7S2Sb", "method": "the ωB97M-V functional and the def2-TZVPD basis", "total_charge": 2, "e_above_lowest_kcal_mol": 14.6, "lumo_ev": -4.64, "energy_ev": -82670.3111, "gap_ev": 7.228, "species": ["La", "Sb", "S", "S", "N", "N", "N", "N", "N", "N", "N", "C", "C", "C", "C", "C", "C", "C", "C", "C", "C", "C", "C", "C", "C", "C", "C", "C", "C", "C", "C", "C", "C", "C", "C", "C", "C", "C", "C", "C", "C", "C", "C", "C", "C", "C", "C", "C", "C", "C", "C", "C", "H", "H", "H", "H", "H", "H", "H", "H", "H", "H", "H", "H", "H", "H", "H", "H", "H", "H", "H", "H", "H", "H", "H", "H", "H", "H", "H", "H", "H", "H", "H", "H", "H", "H", "H", "H", "H", "H", "H", "H", "H"], "coordinates": [[-0.840, 0.874, 1.196], [-0.947, -2.402, -1.025], [-1.281, -1.882, 1.194], [-3.644, 1.341, 0.799], [0.326, -0.059, 4.004], [0.529, 3.798, 0.249], [1.315, 1.317, 1.587], [-4.773, -0.090, -1.135], [-0.820, 0.472, 3.527], [-4.432, 2.130, -1.588], [-0.671, 3.262, 0.545], [-4.302, 1.101, -0.749], [-3.473, -6.464, -2.049], [-1.810, -0.334, 3.942], [0.070, -1.175, 4.710], [-3.493, -5.433, -2.974], [3.931, 2.056, 4.082], [-2.199, -4.088, -1.486], [1.355, -3.534, -2.652], [2.352, 0.598, 5.086], [3.167, 1.189, 0.020], [3.437, -4.399, -1.837], [3.169, 2.097, 2.941], [4.404, 1.215, 6.406], [-0.764, 1.432, -4.090], [3.906, 1.685, -1.033], [1.873, -3.421, -0.299], [3.089, -4.037, -0.545], [-1.028, -0.659, -2.300], [-1.842, 0.566, -4.190], [-2.827, -6.302, -0.835], [1.564, 0.624, 3.937], [0.179, 1.265, -3.087], [-2.187, -5.110, -0.547], [2.571, -4.147, -2.889], [-2.845, -4.239, -2.699], [-0.751, 5.489, 0.825], [1.015, -3.171, -1.357], [2.011, 1.837, 0.478], [0.511, 5.133, 0.404], [-4.691, -1.307, -0.364], [-1.293, -1.388, 4.687], [4.318, 3.390, -2.839], [0.050, 0.213, -2.191], [2.373, 3.497, -1.264], [-3.959, 3.456, -1.278], [1.628, 3.022, -0.188], [3.558, 1.275, 5.178], [1.984, 1.346, 2.791], [-1.983, -0.479, -3.288], [-1.450, 4.288, 0.905], [3.521, 2.850, -1.698], [4.226, 4.470, -2.901], [-0.644, 2.230, -4.808], [2.836, -4.439, -3.893], [-4.000, -5.558, -3.917], [1.380, 5.738, 0.236], [1.033, 1.923, -3.020], [-5.369, -0.130, -1.953], [-1.100, 6.476, 1.042], [4.172, 2.047, 7.069], [-4.384, 4.168, -1.977], [0.670, -3.349, -3.471], [-2.838, -0.112, 3.694], [-4.005, -1.164, 0.474], [-2.559, 0.679, -4.989], [-2.464, 4.132, 1.218], [4.830, 2.649, 4.134], [1.991, 0.050, 5.943], [-1.828, -2.194, 5.146], [-2.813, -7.109, -0.119], [-4.904, 1.996, -2.471], [1.585, -3.150, 0.711], [3.494, 2.722, 2.123], [5.368, 3.132, -2.736], [4.802, 1.172, -1.343], [5.456, 1.294, 6.145], [4.248, 0.292, 6.956], [-2.838, -3.448, -3.435], [-5.663, -1.587, 0.040], [-3.958, -7.397, -2.280], [2.052, 4.405, -1.755], [4.381, -4.886, -2.024], [0.846, -1.756, 5.165], [-2.817, -1.162, -3.379], [-4.331, -2.118, -1.003], [-4.265, 3.731, -0.270], [3.958, 2.973, -3.780], [-1.680, -4.975, 0.399], [0.846, 0.009, -1.475], [3.487, 0.298, 0.544], [-2.866, 3.498, -1.334], [3.762, -4.249, 0.274]], "lowdin_charge": [1.579, 1.315, 0.031, 0.601, -0.078, -0.083, -0.220, -0.032, -0.146, -0.030, -0.110, -0.766, -0.050, -0.192, -0.020, -0.060, -0.019, -0.353, -0.118, 0.025, -0.017, -0.054, -0.007, -0.040, -0.044, -0.010, -0.124, -0.063, -0.347, -0.058, -0.053, -0.124, -0.047, -0.121, -0.062, -0.129, -0.011, -0.352, -0.302, -0.014, -0.090, -0.032, -0.031, -0.158, 0.009, -0.101, -0.145, -0.264, -0.228, -0.123, -0.146, -0.266, 0.086, 0.118, 0.115, 0.115, 0.141, 0.102, 0.155, 0.111, 0.092, 0.100, 0.105, 0.115, 0.001, 0.116, 0.089, 0.123, 0.121, 0.114, 0.118, 0.152, 0.086, 0.116, 0.089, 0.124, 0.084, 0.082, 0.088, 0.102, 0.116, 0.129, 0.115, 0.141, 0.089, 0.073, 0.061, 0.090, 0.094, 0.091, 0.132, 0.075, 0.114]}